Computed, not measured: a molecular structure, C26H37N8SSiTi at a distorted geometry, with ωB97M-V with the def2-TZVPD basis set.

HOMO ... -15.6 eV
Multiplicity ... 1
Total charge ... +3
LUMO level ... -9.7477 eV
Kohn-Sham gap ... 5.88 eV

Geometry (Å):
Ti1 -0.2019 0.1129 -0.1624
S1 0.6489 -2.0545 0.1909
C1 -0.5369 -2.3797 1.4764
N1 -0.4673 -3.6007 1.9733
N2 -1.2117 -4.1421 2.8533
C2 -2.1249 -3.6562 3.7750
C3 -3.1411 -4.5305 4.1985
C4 -4.0424 -4.1231 5.1601
C5 -3.9063 -2.8706 5.7534
C6 -2.8798 -2.0152 5.3586
C7 -2.0035 -2.3900 4.3637
N3 -1.5057 -1.5248 1.7131
N4 -1.5663 -0.4200 1.0202
C8 -2.7925 0.2680 1.0737
C9 -2.8103 1.6527 1.2885
C10 -4.0243 2.3166 1.3420
C11 -5.2121 1.6121 1.1913
C12 -5.1905 0.2404 0.9785
C13 -3.9899 -0.4403 0.9268
H1 -1.0850 -5.1568 2.8872
H2 -3.2260 -5.5150 3.7634
H3 -4.8406 -4.7796 5.4722
H4 -4.5704 -2.5720 6.5509
H5 -2.7543 -1.0568 5.8404
H6 -1.1804 -1.7484 4.0935
H7 -1.8783 2.1770 1.4976
H8 -4.0518 3.3799 1.5267
H9 -6.1584 2.1254 1.2597
H10 -6.1137 -0.3028 0.8530
H11 -3.9653 -1.5116 0.7718
C14 -2.5052 1.9052 -2.5010
C15 -1.5021 2.6160 -1.6501
C16 -1.4343 3.9926 -1.5289
C17 -0.4337 4.5572 -0.7371
C18 0.4560 3.7632 -0.0450
C19 0.3084 2.3754 -0.1358
N5 -0.6337 1.8411 -0.9810
N6 0.9592 1.4033 0.5430
Si1 2.5871 1.5127 1.3019
C20 3.6837 1.4811 -0.2743
C21 2.9120 2.9995 2.4327
C22 2.6271 -0.1262 2.2734
H12 -3.5191 2.1432 -2.1744
H13 -2.3571 0.8178 -2.4204
H14 -2.4274 2.2308 -3.5383
H15 -2.1373 4.6247 -2.0422
H16 -0.3685 5.6288 -0.6387
H17 1.2322 4.1815 0.5718
H18 3.3524 2.2128 -1.0095
H19 3.6943 0.4913 -0.7294
H20 4.7097 1.7277 -0.0235
H21 3.2699 3.8703 1.8915
H22 3.6949 2.7314 3.1382
H23 2.0447 3.2909 3.0201
H24 2.6963 -0.9992 1.6248
H25 1.7454 -0.2301 2.9110
H26 3.4943 -0.1523 2.9265
N7 1.8847 -1.0741 -4.9082
C23 1.3218 -2.0995 -3.9870
C24 0.2405 -1.4767 -3.0976
N8 0.7662 -0.3432 -2.3200
C25 1.2692 0.6684 -3.2595
C26 2.3834 0.1050 -4.1498
H27 1.1613 -0.7782 -5.5789
H28 2.6490 -1.4816 -5.4662
H29 2.1330 -2.4948 -3.3688
H30 0.9045 -2.9250 -4.5665
H31 -0.1254 -2.2565 -2.4181
H32 -0.5993 -1.1224 -3.7075
H33 1.5697 -0.6866 -1.7726
H34 1.6670 1.5234 -2.7061
H35 0.4335 1.0201 -3.8752
H36 3.2349 -0.2148 -3.5417
H37 2.7291 0.8709 -4.8467

Forces on the atoms, in the same order (eV/Å):
Ti 1.0739 0.1313 -1.2501
S -0.4071 0.0282 0.0874
C -0.1771 2.2397 -0.9110
N -0.4720 -2.3151 1.1095
N 0.9211 0.0685 -1.0558
C -1.0944 0.6744 0.9649
C 0.2654 0.0916 -0.2138
C -0.0056 0.1851 0.1359
C 0.1442 -0.1051 -0.1117
C 0.0265 -0.0524 -0.0533
C 0.2144 -0.2397 0.0031
N -0.1821 -0.9769 0.8335
N 0.2812 -1.1796 0.4490
C -1.1237 0.7985 0.2388
C 0.2432 -0.4130 0.0874
C -0.0689 -0.0105 -0.0339
C 0.0820 0.0129 -0.0208
C -0.0046 -0.0012 0.0321
C 0.3537 0.0702 -0.1418
H 0.1705 0.1804 -0.0273
H 0.0028 -0.1564 -0.0694
H 0.0157 -0.0867 -0.0096
H -0.1128 0.0110 -0.0164
H -0.0107 0.0236 0.0406
H -0.0470 0.0813 0.0294
H -0.1674 -0.0220 -0.0723
H 0.0269 0.0723 0.0493
H -0.0689 0.0854 -0.0385
H -0.1092 -0.0453 0.0337
H 0.0073 0.0118 -0.0055
C -0.0313 -0.1166 0.1249
C -0.3010 0.4313 -0.3291
C 0.1253 -0.3665 0.0233
C -0.0764 -0.1931 0.0142
C 0.0567 -0.4054 0.0767
C -0.5183 1.3451 -0.7557
N -0.1743 1.0078 -0.1269
N 0.5701 -0.6450 0.5792
Si 0.8344 -0.8284 0.4051
C -0.3933 0.1196 0.8708
C -0.3340 -0.4604 -0.6258
C 0.2316 0.6692 -0.3604
H 0.0118 -0.0608 0.0324
H -0.1439 0.2983 -0.1613
H 0.0072 -0.0981 -0.0509
H -0.1501 0.0251 -0.1395
H 0.0316 0.1671 -0.0540
H 0.0607 0.0703 0.1594
H -0.0727 0.1501 -0.0552
H -0.0628 -0.1785 -0.0052
H 0.2467 0.0300 0.0162
H 0.0076 0.1379 -0.1427
H 0.1149 -0.1682 0.0475
H -0.1504 -0.0191 0.0493
H -0.0143 0.1072 0.0178
H -0.0324 0.0584 -0.0420
H 0.1625 0.0627 0.1410
N 0.1694 -0.1409 -0.5240
C -0.5670 -0.4762 0.4827
C 0.0306 -0.5307 -0.1497
N 0.2459 -0.3834 0.7487
C 0.2184 0.2748 -0.0268
C 0.0341 0.7807 0.4119
H 0.2031 -0.0801 0.0953
H -0.2077 0.0999 0.0789
H 0.0403 0.1078 -0.1737
H 0.0981 0.1180 -0.0686
H 0.0535 0.2193 -0.2457
H 0.0585 -0.0280 0.1415
H -0.0659 0.0390 -0.3886
H -0.0459 -0.0855 -0.1250
H 0.0519 0.0177 0.1472
H -0.0792 -0.0746 -0.1404
H -0.0216 -0.1601 -0.0362

=====

Computed, not measured: a molecular structure, C23H29ClMnN4O3PSi, with ωB97M-V with the def2-TZVPD basis set.

HOMO (alpha / beta) ... -16.2 / -16.3 eV
Relative energy (zero: lowest compared OMol25 entry of this formula, charge and spin) ... 10.5 kcal per mole
Multiplicity ... 4
<S²> ... 3.771
Total charge ... +3
LUMO level (alpha / beta) ... -8.6209 / -8.8320 eV
Kohn-Sham gap (alpha / beta) ... 7.61 / 7.43 eV

Geometry (Å):
Mn1 0.0964 1.0726 -0.2931
Cl1 2.7870 6.1382 4.0885
C1 2.2641 4.7120 3.2983
C2 2.4430 3.4730 3.8924
C3 2.0144 2.3184 3.2476
C4 1.4033 2.3677 2.0038
O1 0.9865 1.2127 1.3855
C5 1.2132 3.6260 1.3970
C6 0.5786 3.8652 0.1153
N1 0.0838 2.9747 -0.6683
C7 -0.5301 3.3001 -1.9272
C8 -0.6929 4.5484 -2.4607
C9 -1.3158 4.7078 -3.7166
C10 -1.7626 3.6237 -4.4165
C11 -1.6052 2.3210 -3.8842
C12 -2.0357 1.1505 -4.5479
C13 -1.8449 -0.0741 -3.9676
C14 -1.2239 -0.1416 -2.7171
N2 -0.8034 0.9300 -2.0597
C15 -0.9870 2.1688 -2.6340
C16 1.6524 4.7788 2.0621
H1 2.9171 3.4115 4.8630
H2 2.1735 1.3731 3.7504
H3 0.5303 4.9098 -0.1839
H4 -0.3554 5.4377 -1.9452
H5 -1.4343 5.7034 -4.1201
H6 -2.2395 3.7475 -5.3799
H7 -2.5148 1.2346 -5.5157
H8 -2.1615 -0.9859 -4.4528
H9 -1.0651 -1.0988 -2.2359
H10 1.5070 5.7469 1.5990
C17 -1.9770 -4.0810 -2.8184
Si1 -1.5438 -4.5967 -1.0889
C18 -0.2735 -5.9303 -1.0258
C19 -3.0274 -4.9335 -0.0420
C20 -0.7285 -3.0430 -0.3423
C21 -0.2356 -2.0229 0.0677
H11 -2.1412 -4.9597 -3.4452
H12 -1.1688 -3.5048 -3.2748
H13 -2.8964 -3.4915 -2.8381
H14 -0.7091 -6.8692 -1.3751
H15 0.0904 -6.0939 -0.0103
H16 0.5762 -5.7016 -1.6712
H17 -3.6374 -5.7192 -0.4929
H18 -3.6563 -4.0471 0.0577
H19 -2.7394 -5.2783 0.9529
N3 3.7856 -1.5557 1.8695
C22 2.8798 -0.3818 1.6132
P1 1.1430 -0.8936 1.9646
O2 1.3399 -2.3258 2.3689
O3 0.3115 -0.8708 0.4999
C23 -0.0643 -0.3401 3.2420
N4 -0.6723 -1.5752 3.8515
H20 4.4434 -1.3836 2.6339
H21 4.3353 -1.8081 1.0440
H22 3.1683 -2.3565 2.1252
H23 2.9297 -0.1167 0.5589
H24 3.1976 0.4776 2.1950
H25 -0.8377 0.2975 2.8264
H26 0.4493 0.2048 4.0313
H27 -0.9223 -1.4350 4.8346
H28 0.0186 -2.3437 3.7575
H29 -1.5160 -1.8743 3.3538

Forces on the atoms, in the same order (eV/Å):
Mn -0.1011 -0.2827 -0.1256
Cl -0.0021 -0.0080 -0.0119
C 0.0182 0.0495 0.0465
C 0.0111 -0.0728 0.0221
C 0.0429 0.0939 0.0915
C -0.1645 -0.1233 -0.1318
O 0.0235 0.3304 0.4534
C -0.0213 0.0815 -0.0742
C 0.0234 0.0291 0.0235
N -0.1354 0.1012 -0.2988
C 0.1009 -0.0303 0.2115
C -0.0287 0.1083 -0.0727
C 0.0335 -0.0061 0.0599
C -0.0072 -0.0442 0.0052
C -0.0302 0.0257 -0.0780
C -0.0243 0.0344 -0.0474
C 0.0131 -0.0192 0.0260
C -0.0028 -0.0103 -0.0223
N -0.0546 0.1278 -0.0999
C 0.0091 -0.1328 0.0284
C -0.0154 -0.0237 -0.0352
H -0.0029 -0.0114 0.0004
H -0.0115 0.0200 0.0420
H 0.0134 -0.0115 0.0334
H -0.0015 -0.0051 0.0007
H 0.0006 0.0034 0.0046
H 0.0008 -0.0083 -0.0014
H 0.0023 0.0043 0.0014
H -0.0022 -0.0027 0.0064
H -0.0044 -0.0184 0.0155
H 0.0040 -0.0025 0.0058
C -0.0446 0.0721 -0.0922
Si 0.0345 0.1200 -0.0051
C 0.1329 -0.0858 -0.0023
C -0.1020 -0.0272 0.1076
C -0.0594 0.0277 0.0023
C 0.0239 -0.0708 0.0347
H -0.0140 -0.0044 0.0133
H -0.0051 -0.0310 -0.0416
H 0.0327 0.0313 -0.0144
H 0.0055 0.0022 -0.0012
H 0.0155 -0.0181 -0.0105
H 0.0176 -0.0246 0.0225
H 0.0121 -0.0032 0.0004
H -0.0231 -0.0175 0.0101
H -0.0331 0.0113 0.0114
N 0.0609 -0.0177 -0.0040
C 0.1076 -0.1267 -0.0274
P 0.0397 -0.2974 -0.1655
O -0.0219 0.1894 -0.0724
O 0.1080 0.1252 0.0271
C 0.0476 -0.0060 0.1355
N -0.0407 0.0505 0.0273
H -0.0212 -0.0324 -0.0237
H -0.0104 -0.0096 0.0455
H 0.0054 -0.0225 0.0084
H 0.0282 0.0025 0.0379
H 0.0464 -0.0559 -0.0257
H -0.0201 -0.0005 -0.0050
H -0.0357 0.0577 -0.0268
H -0.0007 -0.0299 -0.0304
H 0.0010 -0.0128 -0.0284
H 0.0258 0.0078 0.0137

=====

Number 1: total energy -2987.2825 Eh. Number 2: total energy -3579.7364 Eh.